{"formula": "C2H6N3P", "method": "ωB97M-V with the def2-TZVPD basis set", "elements": ["P", "N", "N", "N", "C", "C", "H", "H", "H", "H", "H", "H"], "coordinates": [[-1.911, 0.046, -0.119], [-0.801, -1.284, -0.075], [1.237, -0.127, -0.198], [-0.443, 1.427, 0.037], [0.770, 1.148, -0.268], [0.493, -1.244, -0.132], [1.163, -2.081, -0.140], [-0.889, 2.314, 0.096], [-2.103, 0.072, 1.411], [2.269, -0.134, -0.179], [-1.181, -2.182, -0.036], [1.396, 2.045, -0.397]], "total_charge": 2, "orbital_gap_ev": 9.274, "e_homo_ev": -19.923, "e_above_lowest_kj_mol": 0.0, "total_energy_ha": -584.71939}


{"formula": "C2H6N3S2", "method": "ωB97M-V with the def2-TZVPD basis set", "elements": ["S", "S", "N", "N", "N", "C", "C", "H", "H", "H", "H", "H", "H"], "coordinates": [[-1.863, 1.555, -0.261], [-2.766, -1.263, 0.202], [-0.258, -0.636, -0.316], [1.828, -0.708, 0.220], [1.030, 1.378, -0.038], [-1.552, -0.071, -0.241], [0.812, 0.023, -0.039], [1.756, -1.722, 0.313], [-0.181, -1.592, -0.288], [-3.826, -0.413, 0.161], [1.950, 1.737, 0.093], [2.790, -0.327, 0.375], [0.280, 2.039, -0.184]], "total_charge": 1, "orbital_gap_ev": 8.758, "e_homo_ev": -13.210, "e_above_lowest_kj_mol": 9.0, "total_energy_ha": -1040.20868}


{"formula": "C2H6N4", "method": "ωB97M-V with the def2-TZVPD basis set", "elements": ["N", "N", "N", "N", "C", "C", "H", "H", "H", "H", "H", "H"], "coordinates": [[-0.115, -0.833, -0.296], [-1.402, -0.650, -0.364], [0.641, 1.413, -0.415], [2.070, -0.366, 0.068], [-1.921, 0.340, 0.250], [0.842, 0.121, -0.202], [-3.063, 0.133, 0.271], [2.087, -1.330, 0.696], [-0.428, 1.437, -0.643], [-1.528, 1.135, 0.891], [0.073, -1.714, -0.720], [2.745, 0.314, 0.465]], "orbital_gap_ev": 9.689, "e_homo_ev": -8.895, "e_above_lowest_kj_mol": 268.8, "total_energy_ha": -298.74651}


Please write out number 2 again, unchanged.
{"formula": "C2H6N3S2", "method": "ωB97M-V with the def2-TZVPD basis set", "elements": ["S", "S", "N", "N", "N", "C", "C", "H", "H", "H", "H", "H", "H"], "coordinates": [[-1.863, 1.555, -0.261], [-2.766, -1.263, 0.202], [-0.258, -0.636, -0.316], [1.828, -0.708, 0.220], [1.030, 1.378, -0.038], [-1.552, -0.071, -0.241], [0.812, 0.023, -0.039], [1.756, -1.722, 0.313], [-0.181, -1.592, -0.288], [-3.826, -0.413, 0.161], [1.950, 1.737, 0.093], [2.790, -0.327, 0.375], [0.280, 2.039, -0.184]], "total_charge": 1, "orbital_gap_ev": 8.758, "e_homo_ev": -13.210, "e_above_lowest_kj_mol": 9.0, "total_energy_ha": -1040.20868}